# 1
This record from OMol25 describes a single C6H11N3OS2 molecule in a non-equilibrium geometry. The level of theory is wB97M-V/def2-TZVPD.

- Structure (SMILES): CN(C)C(=S)[C@H]1CSCN1N=O
- Lowest unoccupied orbital energy: 0.43 eV
- Kohn-Sham gap: 8.98 eV
- Relative energy (zero: lowest compared OMol25 entry of this formula, charge and spin): 16.34 kcal/mol

Last column: Mulliken charge in e.
Positions of all 23 atoms, in Å:
C -1.585 1.606 2.460  -1.11
N -0.864 0.543 1.803  0.14
C 0.032 -0.230 2.670  -1.02
C -1.024 0.357 0.473  0.01
S -2.077 1.285 -0.416  -0.28
C -0.172 -0.747 -0.171  -0.53
C -0.419 -0.988 -1.673  -0.82
S 0.797 0.006 -2.610  -0.15
C 1.629 0.545 -1.087  -0.53
N 1.245 -0.393 -0.061  0.73
N 2.191 -1.279 0.292  -0.35
O 1.780 -2.256 0.886  -0.44
H -2.658 1.468 2.362  0.34
H -1.286 1.624 3.532  0.38
H -1.342 2.588 1.996  0.36
H -0.513 -0.498 3.558  0.44
H 0.890 0.367 2.971  0.29
H 0.400 -1.149 2.183  0.39
H -0.309 -1.679 0.350  0.62
H -0.285 -2.053 -1.891  0.38
H -1.450 -0.686 -1.963  0.43
H 2.711 0.512 -1.205  0.39
H 1.293 1.542 -0.818  0.32

# 2
This record from OMol25 describes a single C5H6N2OS molecule in a non-equilibrium geometry. The level of theory is wB97M-V/def2-TZVPD.

- Structure (SMILES): [H]/N=C(\OC)c1cscn1
- Lowest unoccupied orbital energy: 0.79 eV
- Kohn-Sham gap: 10.18 eV
- Relative energy (zero: lowest compared OMol25 entry of this formula, charge and spin): 63.11 kcal/mol

Last column: Mulliken charge in e.
Positions of all 15 atoms, in Å:
H -1.330 -0.741 2.240  0.22
N -1.404 -0.686 1.235  -0.61
C -0.357 -0.192 0.734  0.63
O 0.741 0.282 1.174  -0.26
C 0.913 0.218 2.567  -0.71
C -0.283 0.023 -1.117  0.01
C -0.331 -1.038 -1.939  -0.21
S -0.078 -0.478 -3.602  -0.12
C -0.016 1.127 -2.976  0.06
N -0.079 1.205 -1.717  -0.58
H 1.509 1.021 2.949  0.24
H 1.481 -0.692 2.754  0.29
H -0.138 0.227 3.194  0.28
H -0.710 -2.055 -1.669  0.37
H 0.082 1.777 -3.828  0.39

# 3
This record from OMol25 describes a gas-phase ion, C6H11N2O (charge +1) in a non-equilibrium geometry. The level of theory is wB97M-V/def2-TZVPD.

- Structure (SMILES): CC(C)(N)[n+]1ccco1
- Lowest unoccupied orbital energy: -4.19 eV
- Kohn-Sham gap: 10.03 eV
- Relative energy (zero: lowest compared OMol25 entry of this formula, charge and spin): 77.68 kcal/mol
- Total charge: +1

Last column: Mulliken charge in e.
Positions of all 20 atoms, in Å:
C 1.351 -0.669 1.317  -1.51
C 1.004 0.014 -0.028  1.01
C 1.390 -0.886 -1.173  -1.62
N 1.456 1.287 -0.062  -0.56
N -0.576 0.269 0.020  0.44
C -1.471 1.225 -0.218  0.06
C -2.769 0.727 -0.159  -0.49
C -2.589 -0.552 0.201  -0.26
O -1.268 -0.876 0.317  -0.28
H 1.076 -0.068 2.153  0.42
H 1.161 -1.761 1.387  0.37
H 2.410 -0.837 1.370  0.46
H 1.063 -0.609 -2.141  0.45
H 0.876 -1.971 -1.085  0.30
H 2.368 -1.030 -1.003  0.48
H 1.442 1.722 -0.975  0.25
H 1.251 1.884 0.759  0.28
H -1.353 2.136 -0.761  0.36
H -3.612 1.395 -0.312  0.40
H -3.209 -1.401 0.395  0.44

# 4
This record from OMol25 describes 2 unconnected molecules or ions with the total composition C7H9N in a non-equilibrium geometry. The level of theory is wB97M-V/def2-TZVPD.

- Lowest unoccupied orbital energy (spin up / spin down): -0.53 / 0.76 eV
- Kohn-Sham gap (spin up / spin down): 7.30 / 8.40 eV
- Relative energy (zero: lowest compared OMol25 entry of this formula, charge and spin): 211.20 kcal/mol

Last column: Mulliken charge in e.
Positions of all 17 atoms, in Å:
C 1.481 -0.773 0.184  -0.37
C -1.428 -0.499 1.868  -0.57
C 0.652 -1.157 1.099  -0.06
C -1.068 0.369 0.786  0.65
C -0.346 -1.454 2.187  -0.09
C 3.376 1.386 -0.861  -0.84
C -1.755 1.466 0.130  -1.20
N 0.072 -0.105 0.231  -0.10
H -2.364 -0.491 2.440  0.35
H 0.146 -1.137 3.207  0.22
H -0.742 -2.570 2.181  0.27
H 3.414 1.752 0.148  0.29
H 2.374 1.403 -1.178  0.24
H 4.024 0.703 -1.373  0.31
H -1.118 1.965 -0.682  0.29
H -2.235 2.089 0.811  0.36
H -2.525 1.127 -0.619  0.26

# 5
This record from OMol25 describes 2 unconnected molecules or ions with the total composition C3H8N2O in a non-equilibrium geometry. The level of theory is wB97M-V/def2-TZVPD.

- Structure (SMILES): C=NC.NC=O
- Lowest unoccupied orbital energy: 0.50 eV
- Kohn-Sham gap: 9.93 eV
- Relative energy (zero: lowest compared OMol25 entry of this formula, charge and spin): 67.86 kcal/mol

Last column: Mulliken charge in e.
Positions of all 14 atoms, in Å:
C 0.852 2.529 -0.306  -0.36
N 0.284 1.443 -0.674  -0.27
C -0.042 1.263 -2.086  -0.83
H 1.602 2.585 0.479  0.25
H 0.778 3.394 -1.026  0.26
H 0.750 1.012 -2.772  0.30
H -0.677 0.358 -2.074  0.23
H -0.699 2.017 -2.502  0.38
N 0.163 -0.927 0.674  -0.25
C -0.127 -1.996 1.504  0.09
O -1.221 -2.570 1.310  -0.56
H 0.532 -0.037 0.808  0.23
H -0.453 -0.724 -0.144  0.23
H 0.704 -2.430 2.079  0.31

# 6
This record from OMol25 describes a single C8H11NOS molecule in a non-equilibrium geometry. The level of theory is wB97M-V/def2-TZVPD.

- Lowest unoccupied orbital energy: 0.46 eV
- Kohn-Sham gap: 9.63 eV
- Relative energy (zero: lowest compared OMol25 entry of this formula, charge and spin): 67.56 kcal/mol

Last column: Mulliken charge in e.
Positions of all 22 atoms, in Å:
C 2.122 -0.573 -0.431  -0.60
C 1.645 0.411 -1.215  -0.54
C -1.967 -1.486 -0.470  -0.26
C 1.323 -1.156 0.710  -0.90
C 0.235 0.826 -1.301  -0.66
C -0.163 -0.815 0.749  0.09
C -0.537 0.619 -0.026  0.83
C -0.458 1.767 0.956  -1.39
N -0.960 -1.923 0.181  -0.62
O -3.273 0.501 0.677  -0.60
S -2.357 0.281 -0.506  0.28
H 3.050 -0.921 -0.365  0.53
H 2.297 0.681 -2.060  0.34
H -2.567 -2.299 -0.825  0.51
H 1.207 -2.232 0.747  0.41
H 1.913 -0.934 1.575  0.42
H 0.286 1.820 -1.631  0.49
H -0.121 0.144 -2.267  0.21
H -0.476 -0.918 1.772  0.43
H 0.365 1.551 1.682  0.31
H -1.398 1.946 1.538  0.35
H -0.169 2.710 0.510  0.37

# 7
This record from OMol25 describes a molecular structure, C19H40FeGeN5. The level of theory is wB97M-V/def2-TZVPD.

- Lowest unoccupied orbital energy (spin up / spin down): 2.88 / 2.86 eV
- Kohn-Sham gap (spin up / spin down): 4.73 / 5.21 eV
- Relative energy (zero: lowest compared OMol25 entry of this formula, charge and spin): 0.00 kcal/mol
- 2S+1: 5
- Total charge: -1

Last column: Mulliken charge in e.
Positions of all 66 atoms, in Å:
Fe 0.128 -0.277 0.612  -0.39
N -0.730 3.055 1.826  -0.58
C -1.216 3.659 0.601  -0.61
C -2.047 2.758 -0.308  -0.88
N -1.279 1.867 -1.179  0.78
C -0.714 2.638 -2.306  -1.33
C 0.798 2.667 -2.469  -0.43
N 1.356 1.347 -2.743  -0.50
C -2.138 0.791 -1.665  -1.01
C -1.358 -0.304 -2.371  -1.05
N -0.599 -1.153 -1.438  -0.23
H 0.082 2.460 1.658  0.21
H -1.435 2.456 2.240  0.30
H -1.845 4.522 0.852  0.31
H -0.360 4.054 0.047  0.28
H -2.688 2.147 0.325  0.40
H -2.717 3.391 -0.922  0.43
H -1.143 2.262 -3.242  0.44
H -1.050 3.678 -2.212  0.50
H 0.985 3.309 -3.337  0.51
H 1.254 3.155 -1.598  0.16
H 2.348 1.455 -2.939  0.37
H 1.363 0.826 -1.849  -0.31
H -2.668 0.360 -0.813  0.50
H -2.901 1.187 -2.361  0.40
H -2.065 -0.893 -2.972  0.42
H -0.635 0.144 -3.052  0.57
H -1.228 -1.766 -0.926  0.17
H 0.063 -1.724 -1.946  0.19
C 1.323 -2.170 2.635  -0.88
N 0.806 -2.472 1.303  1.00
C 1.842 -3.053 0.471  -1.00
C -0.374 -3.313 1.388  -1.33
C -1.597 -2.526 1.814  1.90
C -2.662 -3.241 2.361  -0.93
C -3.831 -2.597 2.732  -0.45
C -3.913 -1.223 2.563  -0.93
C -2.837 -0.531 2.018  0.27
C -1.634 -1.134 1.609  -0.92
H 1.717 -3.082 3.116  0.32
H 0.520 -1.763 3.248  0.32
H 2.098 -1.412 2.556  -0.07
H 2.236 -3.992 0.896  0.33
H 2.651 -2.337 0.368  -0.03
H 1.441 -3.264 -0.522  0.31
H -0.205 -4.164 2.073  0.41
H -0.553 -3.748 0.397  0.38
H -2.569 -4.315 2.509  0.36
H -4.655 -3.156 3.161  0.35
H -4.811 -0.690 2.860  0.40
H -2.949 0.545 1.936  0.15
C 4.225 1.850 2.616  -1.40
Ge 3.699 0.788 1.012  0.26
C 4.755 -0.885 1.249  -1.45
C 4.738 1.717 -0.421  -1.43
C 1.862 0.648 0.672  0.31
H 5.311 1.957 2.691  0.37
H 3.855 1.371 3.525  0.42
H 3.779 2.845 2.562  0.38
H 5.799 -0.622 1.439  0.43
H 4.727 -1.504 0.350  0.37
H 4.401 -1.484 2.090  0.35
H 5.763 1.913 -0.095  0.37
H 4.270 2.672 -0.672  0.34
H 4.773 1.108 -1.327  0.38
H 1.603 1.695 0.417  -0.28